Molecular formula: C3H8P2
Method: DFT, ωB97M-V/def2-TZVPD

Calculated values
- Orbital gap: 0.34628 Ha
- SMILES: C=PC.C=P

Geometry as ORCA input:
```
! wB97M-V def2-TZVPD RIJCOSX def2/J DEFGRID3
* xyz 0 1
C 0.172 0.516 -2.531
P -1.013 0.951 -1.489
C -1.416 3.092 -1.846
H 0.551 1.106 -3.312
H 0.434 -0.513 -2.802
H -2.543 3.211 -1.795
H -1.097 3.784 -1.026
H -1.006 3.318 -2.836
C 0.832 -3.062 3.975
P 1.990 -2.443 2.914
H 0.329 -2.215 4.557
H 0.437 -4.033 4.021
H 2.331 -3.712 2.169
*
```